No. 1
Density functional theory data (the ωB97M-V functional and the def2-TZVPD basis) for the ion C6H16NSi with charge +1.

Computed properties:
**Total charge**: +1
**Gap between HOMO and LUMO**: 0.299 hartree
**E_HOMO**: -11.21 eV
**ΔE to the lowest compared entry with this formula, charge and spin**: 48.5 kcal/mol
**SMILES**: C/[SiH]=C/CC[NH+](C)C

CARTESIAN COORDINATES (ANGSTROEM)
C (-0.410, 1.098, -1.048)
C (1.082, 1.090, -0.891)
C (-1.135, -0.178, -0.721)
C (0.934, -0.460, 1.053)
C (2.883, 1.236, 0.898)
C (-3.042, -2.434, -0.439)
N (1.397, 0.873, 0.595)
Si (-2.696, -0.655, 0.121)
H (-0.851, 1.961, -0.579)
H (-0.510, 1.257, -2.110)
H (1.570, 0.226, -1.417)
H (1.464, 2.060, -1.166)
H (-0.580, -1.042, -1.145)
H (1.193, -1.159, 0.329)
H (1.522, -0.681, 1.937)
H (-0.079, -0.271, 1.026)
H (2.947, 1.142, 1.979)
H (3.572, 0.449, 0.644)
H (3.311, 2.181, 0.524)
H (-2.208, -3.061, -0.328)
H (-3.903, -2.748, 0.211)
H (-3.543, -2.487, -1.454)
H (0.923, 1.574, 1.174)
H (-3.840, 0.030, 0.810)


No. 2
Density functional theory data (the ωB97M-V functional and the def2-TZVPD basis) for a cluster of 2 separate species, C6H16O in total.

Computed properties:
**Gap between HOMO and LUMO**: 0.399 hartree
**E_HOMO**: -10.00 eV
**ΔE to the lowest compared entry with this formula, charge and spin**: 47.3 kcal/mol
**SMILES**: CCCC(C)C.O

CARTESIAN COORDINATES (ANGSTROEM)
C (0.862, 2.047, -1.906)
C (1.259, 1.931, -0.369)
C (0.825, 0.590, 0.340)
C (-0.654, 0.169, 0.807)
C (-1.554, 0.607, -0.429)
C (-0.964, -1.230, 1.366)
H (-0.357, 2.050, -1.940)
H (1.039, 2.906, -2.535)
H (1.092, 1.091, -2.473)
H (1.147, 2.860, 0.274)
H (2.389, 1.896, -0.243)
H (1.494, 0.560, 1.196)
H (0.995, -0.156, -0.411)
H (-0.834, 0.904, 1.613)
H (-1.709, 1.705, -0.609)
H (-2.558, 0.118, -0.160)
H (-1.048, 0.172, -1.370)
H (-0.360, -1.552, 2.196)
H (-1.973, -1.286, 1.865)
H (-1.037, -2.046, 0.654)
H (0.464, -5.098, 1.038)
H (0.532, -3.911, 0.182)
O (0.948, -4.326, 0.915)


No. 3
Density functional theory data (the ωB97M-V functional and the def2-TZVPD basis) for a cluster of 2 separate species, C6H16O in total.

Computed properties:
**Total charge**: +1
**Gap between HOMO and LUMO (spin up / spin down)**: 0.444 / 0.178 hartree
**E_HOMO (spin up / spin down)**: -14.92 / -14.91 eV
**ΔE to the lowest compared entry with this formula, charge and spin**: 22.5 kcal/mol
**Spin multiplicity**: 2

CARTESIAN COORDINATES (ANGSTROEM)
C (-1.533, 2.341, -1.967)
C (-1.405, 1.102, -1.083)
C (-0.026, 0.797, -0.574)
C (0.409, -0.221, 0.510)
C (-0.488, -1.480, 0.243)
C (1.859, -0.713, 0.455)
H (-2.570, 2.467, -2.250)
H (-1.092, 3.242, -1.553)
H (-1.049, 2.106, -2.920)
H (-1.973, 0.269, -1.507)
H (-2.033, 1.280, -0.180)
H (0.327, 1.755, -0.180)
H (0.549, 0.474, -1.463)
H (0.069, 0.263, 1.425)
H (-1.512, -1.133, 0.444)
H (-0.281, -2.264, 0.970)
H (-0.532, -1.818, -0.792)
H (2.246, -1.230, 1.320)
H (1.925, -1.407, -0.385)
H (2.465, 0.157, 0.185)
H (1.559, -1.186, 3.033)
H (1.490, -2.755, 2.816)
O (1.595, -2.045, 3.453)


No. 4
Density functional theory data (the ωB97M-V functional and the def2-TZVPD basis) for a cluster of 2 separate species, C6H16O in total.

Computed properties:
**Total charge**: +1
**Gap between HOMO and LUMO (spin up / spin down)**: 0.450 / 0.149 hartree
**E_HOMO (spin up / spin down)**: -14.82 / -13.88 eV
**ΔE to the lowest compared entry with this formula, charge and spin**: 27.4 kcal/mol
**Spin multiplicity**: 2

CARTESIAN COORDINATES (ANGSTROEM)
C (0.685, 1.119, -1.790)
C (1.350, 1.104, -3.192)
O (-0.683, 0.861, -1.809)
H (1.086, 0.214, -1.318)
H (0.932, 2.078, -1.339)
H (2.263, 0.515, -3.183)
H (-1.249, 1.639, -1.922)
H (1.602, 2.084, -3.601)
H (0.676, 0.687, -3.940)
C (-0.760, -0.381, 1.306)
C (0.881, -0.340, 1.450)
C (-0.954, -1.791, 0.765)
C (-1.225, -0.143, 2.743)
H (-1.100, 0.298, 0.531)
H (1.187, -0.164, 0.404)
H (-0.714, -2.666, 1.366)
H (-2.035, -1.918, 0.556)
H (-0.409, -1.874, -0.176)
H (-0.486, 0.392, 3.339)
H (-2.232, 0.271, 2.777)
H (1.212, -1.324, 1.741)
H (1.247, 0.468, 2.073)
H (-1.273, -1.129, 3.221)


No. 5
Density functional theory data (the ωB97M-V functional and the def2-TZVPD basis) for a structure of composition C6H16O11Zr.

Computed properties:
**Total charge**: +2
**Gap between HOMO and LUMO**: 0.138 hartree
**E_HOMO**: -12.22 eV
**ΔE to the lowest compared entry with this formula, charge and spin**: 0.0 kcal/mol

CARTESIAN COORDINATES (ANGSTROEM)
Zr (0.682, 0.654, -1.108)
C (-1.209, -2.820, 2.615)
C (-0.841, -2.138, 1.421)
C (-1.162, -0.681, 1.318)
O (-0.753, -0.070, 0.253)
C (-1.871, 0.021, 2.327)
C (-2.333, -0.724, 3.422)
C (-1.966, -2.184, 3.605)
O (-2.333, -2.869, 4.567)
O (-2.988, -0.085, 4.248)
O (-0.341, -2.712, 0.408)
H (-0.870, -3.844, 2.640)
H (-1.979, 1.095, 2.300)
O (1.848, 0.105, 0.666)
H (1.949, -0.804, 0.999)
H (2.265, 0.660, 1.340)
O (-0.073, 2.447, -2.226)
H (0.255, 3.360, -2.220)
H (-0.796, 2.449, -2.873)
O (-1.090, -0.055, -2.241)
H (-1.738, -0.660, -1.835)
H (-1.407, 0.079, -3.147)
O (2.457, 1.959, -1.393)
H (3.118, 2.487, -0.918)
H (2.633, 2.131, -2.332)
O (0.500, 2.347, 0.431)
H (-0.130, 3.082, 0.414)
H (0.876, 2.367, 1.323)
O (0.898, -1.574, -1.148)
H (1.217, -2.127, -1.874)
H (0.562, -2.225, -0.437)
O (1.440, 0.206, -3.144)
H (1.016, 0.498, -3.966)
H (2.165, -0.374, -3.433)


No. 6
Density functional theory data (the ωB97M-V functional and the def2-TZVPD basis) for a cluster of 2 separate species, C6H16O2 in total.

Computed properties:
**Gap between HOMO and LUMO**: 0.397 hartree
**E_HOMO**: -10.02 eV
**ΔE to the lowest compared entry with this formula, charge and spin**: 13.7 kcal/mol
**SMILES**: CC[C@@H](C)CCO.O

CARTESIAN COORDINATES (ANGSTROEM)
C (0.560, 2.382, -1.407)
O (1.812, 2.821, -1.941)
C (0.670, 1.584, -0.101)
C (-0.111, 0.273, -0.111)
C (-0.689, -0.138, 1.260)
C (0.633, -0.867, -0.824)
C (-0.257, -2.086, -1.101)
H (0.163, 1.745, -2.189)
H (-0.053, 3.268, -1.218)
H (2.320, 3.304, -1.285)
H (1.698, 1.434, 0.233)
H (0.269, 2.183, 0.719)
H (-0.985, 0.461, -0.745)
H (-1.695, 0.267, 1.364)
H (-0.138, 0.292, 2.090)
H (-0.767, -1.220, 1.313)
H (1.491, -1.123, -0.187)
H (1.054, -0.476, -1.746)
H (-1.308, -1.788, -1.060)
H (-0.049, -2.923, -0.451)
H (-0.161, -2.409, -2.134)
H (-2.575, -3.779, 2.976)
H (-2.051, -3.357, 4.369)
O (-2.017, -3.143, 3.431)


No. 7
Density functional theory data (the ωB97M-V functional and the def2-TZVPD basis) for a cluster of 2 separate species, C6H16O2 in total.

Computed properties:
**Gap between HOMO and LUMO**: 0.392 hartree
**E_HOMO**: -9.73 eV
**ΔE to the lowest compared entry with this formula, charge and spin**: 47.3 kcal/mol
**SMILES**: CCOC.CCOC

CARTESIAN COORDINATES (ANGSTROEM)
O (-2.146, 1.943, -0.301)
C (-1.344, 1.597, 0.799)
C (-2.921, 1.401, -2.614)
C (-2.540, 0.901, -1.202)
H (-1.332, 2.526, 1.393)
H (-0.305, 1.247, 0.672)
H (-1.908, 0.830, 1.356)
H (-2.159, 2.116, -2.968)
H (-3.870, 1.943, -2.467)
H (-3.071, 0.633, -3.391)
H (-1.564, 0.387, -1.294)
H (-3.266, 0.174, -0.791)
O (1.694, -2.377, 0.673)
C (1.664, -1.793, -0.633)
C (2.288, -0.492, 2.161)
C (2.714, -1.777, 1.471)
H (1.560, -0.721, -0.393)
H (0.797, -2.103, -1.241)
H (2.580, -1.932, -1.231)
H (3.077, -0.023, 2.772)
H (1.406, -0.668, 2.799)
H (2.006, 0.206, 1.355)
H (3.052, -2.514, 2.224)
H (3.589, -1.502, 0.852)


No. 8
Density functional theory data (the ωB97M-V functional and the def2-TZVPD basis) for the molecule C6H16O2S2Si.

Computed properties:
**Gap between HOMO and LUMO**: 0.360 hartree
**E_HOMO**: -9.00 eV
**ΔE to the lowest compared entry with this formula, charge and spin**: 0.0 kcal/mol
**SMILES**: CCO[SiH](OCC)[C@H](S)CS

CARTESIAN COORDINATES (ANGSTROEM)
C (-1.258, -1.126, -2.110)
C (2.815, 0.057, -2.276)
C (-1.615, -1.829, -0.788)
C (2.242, -0.417, -0.923)
C (-1.538, 0.873, 2.612)
C (-0.826, 1.242, 1.359)
O (-0.611, -1.569, 0.176)
O (1.143, 0.377, -0.548)
Si (0.196, -0.206, 0.572)
S (-2.661, 2.120, 3.287)
S (0.160, 2.737, 1.681)
H (-1.174, 0.023, -1.868)
H (-0.170, -1.096, -2.380)
H (-1.971, -1.312, -2.903)
H (2.094, -0.257, -2.934)
H (2.927, 1.223, -2.049)
H (3.821, -0.308, -2.535)
H (-1.863, -2.901, -0.706)
H (-2.535, -1.276, -0.579)
H (3.023, -0.276, -0.123)
H (2.022, -1.468, -1.049)
H (-2.074, -0.079, 2.591)
H (-0.880, 0.549, 3.399)
H (-1.576, 1.409, 0.544)
H (0.883, -0.713, 1.727)
H (-1.900, 2.300, 4.307)
H (1.328, 1.924, 1.517)


No. 9
Density functional theory data (the ωB97M-V functional and the def2-TZVPD basis) for a structure of composition C6H16O2Ta.

Computed properties:
**Total charge**: -1
**Gap between HOMO and LUMO**: 0.296 hartree
**E_HOMO**: -4.90 eV

CARTESIAN COORDINATES (ANGSTROEM)
C (2.553, -1.402, 0.109)
C (2.579, -0.128, 0.914)
O (2.915, -0.139, 2.094)
O (2.351, 1.056, 0.311)
C (1.704, 1.085, -0.965)
C (0.264, 0.623, -0.933)
C (-0.666, 1.542, -0.142)
C (-1.494, 0.825, 0.927)
Ta (-2.794, -0.948, 0.266)
H (3.546, -1.634, -0.258)
H (2.258, -2.186, 0.792)
H (1.868, -1.409, -0.725)
H (2.277, 0.536, -1.709)
H (1.732, 2.126, -1.266)
H (0.214, -0.393, -0.560)
H (-0.068, 0.575, -1.967)
H (-1.350, 2.048, -0.816)
H (-0.057, 2.331, 0.306)
H (-2.213, 1.540, 1.340)
H (-0.872, 0.522, 1.768)
H (-1.209, -1.952, 0.247)
H (-2.507, -0.506, -1.536)
H (-4.413, -0.036, 0.211)
H (-3.100, -1.550, 2.002)
H (-3.517, -2.526, -0.410)


| no. | DFT total energy (eV) |
| --- | --- |
| 1 | -15839.5713 |
| 2 | -8527.1841 |
| 3 | -8518.0386 |
| 4 | -8517.8272 |
| 5 | -30268.7824 |
| 6 | -10575.9451 |
| 7 | -10574.4920 |
| 8 | -40124.7393 |
| 9 | -12122.8933 |